Computed, not measured: a molecular structure, C32H72BrLiN2O16 in a non-equilibrium geometry, with ωB97M-V/def2-TZVPD.

XYZ file:
```
124
Properties=species:S:1:pos:R:3:lowdin_charge:R:1
Li 1.35680 1.31781 0.41924 0.423
Br -0.70021 0.56391 -0.55529 -0.154
C -2.87400 -2.52387 0.98057 0.052
N -2.76902 -2.65113 2.49347 -0.407
O -2.33974 -3.69851 2.97047 0.054
O -3.14597 -1.68383 3.16782 0.021
H -2.30731 -1.60963 0.80410 0.032
H -3.89177 -2.42957 0.60195 0.102
H -2.42358 -3.41534 0.54408 0.076
C 4.87745 5.65436 3.26907 0.041
N 4.60921 6.11405 1.91202 -0.463
O 5.10864 7.16767 1.61981 0.078
O 3.74724 5.58757 1.24957 0.074
H 4.68409 6.48634 3.94621 0.108
H 5.94039 5.44152 3.38292 0.107
H 4.17796 4.83721 3.44536 0.083
C -2.97799 5.84088 0.42112 -0.062
O -2.05532 5.51755 -0.66715 -0.219
C -2.63106 4.67066 -1.67749 -0.186
C -3.12571 3.26147 -1.28166 -0.222
O -4.50259 3.13667 -0.86430 -0.209
C -4.89680 1.84754 -0.32571 -0.076
H -3.14065 4.98850 1.08072 0.077
H -3.87789 6.29403 0.00525 0.088
H -2.42760 6.65411 0.89423 0.084
H -1.90633 4.48926 -2.47119 0.116
H -3.44452 5.20210 -2.17139 0.119
H -2.44751 2.82439 -0.54878 0.042
H -2.93866 2.67983 -2.18433 0.108
H -4.22005 1.63055 0.50074 0.050
H -4.71571 1.12177 -1.11853 0.086
H -5.90112 1.82380 0.09724 0.089
C -0.10773 0.14284 3.25429 -0.081
O 0.90193 1.04783 2.78789 -0.240
C 0.84902 2.35990 3.20596 -0.218
C 1.85204 3.17727 2.42245 -0.192
O 1.56478 3.22947 1.03069 -0.270
C 0.51714 4.12812 0.53352 -0.038
H -1.13265 0.25793 2.90162 0.059
H -0.14230 0.25554 4.33790 0.087
H 0.18381 -0.89895 3.12097 0.091
H 1.03910 2.43798 4.27641 0.133
H -0.17500 2.71222 3.08199 0.122
H 2.84754 2.74367 2.51767 0.107
H 1.88718 4.14390 2.92493 0.122
H 0.90402 5.13938 0.40792 0.096
H -0.41168 4.03330 1.09601 0.083
H 0.20483 3.82833 -0.46682 0.068
C 3.66315 -0.20116 2.26284 -0.084
O 3.20916 0.38076 1.03844 -0.239
C 4.18780 1.27736 0.46857 -0.158
C 3.83436 1.66435 -0.99867 -0.147
O 2.44874 2.02230 -1.20660 -0.298
C 2.23108 2.55581 -2.53769 -0.061
H 2.91351 -0.77104 2.81181 0.091
H 4.04039 0.59961 2.89888 0.087
H 4.53612 -0.83407 2.10328 0.090
H 5.14801 0.76503 0.52860 0.128
H 4.27631 2.24807 0.95640 0.110
H 4.05949 0.83696 -1.67160 0.117
H 4.42272 2.53456 -1.28962 0.130
H 1.16254 2.41947 -2.70424 0.082
H 2.82857 2.04322 -3.29159 0.069
H 2.49881 3.60899 -2.62269 0.093
C 2.26669 -3.40904 0.21528 -0.087
O 1.70847 -4.45723 -0.60820 -0.196
C 0.54882 -5.04274 -0.08201 -0.213
C 0.02189 -6.31313 -0.82555 -0.141
O 1.02370 -7.32661 -0.60680 -0.179
C 0.74558 -8.48074 -1.32531 -0.138
H 2.54149 -3.80347 1.19355 0.086
H 1.64106 -2.51891 0.28133 0.085
H 3.23144 -3.12032 -0.20187 0.079
H -0.18590 -4.23758 -0.08060 0.093
H 0.67766 -5.10951 0.99829 0.119
H -0.03455 -6.08027 -1.88889 0.117
H -0.94784 -6.55847 -0.39250 0.126
H 0.06488 -9.12530 -0.76917 0.084
H 1.64852 -9.08357 -1.42232 0.087
H 0.35096 -8.25489 -2.31595 0.084
C -1.70975 -5.95493 -7.08925 -0.153
O -1.57665 -5.04848 -6.05869 -0.171
C -0.22844 -4.76659 -5.65113 -0.182
C -0.19271 -3.45526 -4.94229 -0.227
O -1.09256 -3.46969 -3.85553 -0.157
C -0.71951 -2.61732 -2.75800 -0.096
H -1.53934 -6.99942 -6.82829 0.083
H -1.02445 -5.79221 -7.92110 0.078
H -2.68281 -5.85336 -7.56981 0.088
H 0.44713 -4.74372 -6.50623 0.125
H -0.01389 -5.59155 -4.97178 0.127
H -0.45987 -2.64970 -5.62624 0.131
H 0.85678 -3.22728 -4.75601 0.111
H 0.27238 -2.94445 -2.44615 0.070
H -1.30921 -2.67935 -1.84339 0.064
H -0.69321 -1.56143 -3.02724 0.048
C -3.77243 2.10551 3.15608 -0.176
O -3.99362 2.32896 4.47717 -0.150
C -3.70641 1.09591 5.20346 -0.182
C -3.75060 1.38550 6.73447 -0.134
O -4.94568 2.14418 7.21242 -0.176
C -6.17566 1.45178 7.18060 -0.130
H -4.10731 1.15935 2.73094 0.082
H -2.72928 2.23750 2.86885 0.076
H -4.33163 2.89281 2.65055 0.091
H -2.76860 0.64957 4.87272 0.104
H -4.47379 0.34105 5.03193 0.111
H -2.86291 2.00736 6.85023 0.115
H -3.56707 0.41872 7.20324 0.117
H -6.45884 1.17614 6.16476 0.080
H -7.00716 1.95533 7.67370 0.086
H -6.13311 0.49330 7.69791 0.078
C 3.97224 -0.02550 -5.30488 -0.102
C 2.62682 -0.00820 -5.00286 -0.111
C 2.16111 -0.83167 -3.99621 -0.085
C 3.02825 -1.72970 -3.31247 -0.048
C 4.37340 -1.76154 -3.72869 -0.100
C 4.85318 -0.87978 -4.65315 -0.109
H 4.33523 0.58581 -6.11786 0.100
H 1.90424 0.54571 -5.58378 0.109
H 1.11745 -0.88381 -3.72335 0.075
H 2.69964 -2.36642 -2.50438 0.082
H 5.09689 -2.43440 -3.29257 0.099
H 5.89552 -0.80800 -4.92661 0.101
```

Properties
M	827.77	g mol⁻¹
highest occupied orbital energy	-8.39	eV
total charge	0
LUMO level	-0.20	eV
electronic energy	-140327.47648	eV
F_max	3.24	eV Å⁻¹

Computed, not measured: 5 unconnected molecules or ions with the total composition C32H72F3S in a non-equilibrium geometry, with ωB97M-V/def2-TZVPD.

XYZ file:
```
108
Properties=species:S:1:pos:R:3:lowdin_charge:R:1
C -1.49580 2.12635 -3.52072 -0.072
C -0.09578 1.67945 -3.92336 -0.413
C -0.04488 1.54356 -5.45503 -0.051
C 0.27207 0.37018 -3.20087 -0.222
C 1.39792 0.63097 -2.24166 -0.364
S 1.83125 -0.84429 -1.25374 1.161
C 2.84777 -0.16021 0.08874 -0.352
C 3.08875 -1.15508 1.20428 -0.097
C 4.03085 -0.50813 2.18563 -0.752
F 4.09497 -1.15795 3.29344 0.222
F 5.21528 -0.39387 1.66424 0.198
F 3.62137 0.72916 2.46242 0.156
H -1.73198 3.07727 -3.97594 0.086
H -1.59763 2.26337 -2.44831 0.072
H -2.22198 1.42173 -3.90305 0.090
H 0.55890 2.47002 -3.57618 0.125
H 0.26920 0.56863 -5.79756 0.078
H 0.66291 2.27768 -5.81483 0.070
H -0.99029 1.81795 -5.88897 0.076
H -0.59678 0.05454 -2.62640 0.113
H 0.50366 -0.40399 -3.91916 0.115
H 1.12902 1.39753 -1.52737 0.101
H 2.33300 0.93496 -2.70128 0.089
H 0.67423 -1.30507 -0.72991 0.029
H 3.77565 0.10946 -0.39322 0.111
H 2.36674 0.74955 0.41209 0.099
H 2.19059 -1.46065 1.71884 0.125
H 3.63314 -1.99963 0.80652 0.140
C 3.50992 1.14445 -5.39598 -0.109
C 4.71220 2.00862 -5.02573 -0.261
C 4.52898 3.48205 -5.38466 -0.226
C 4.35006 3.76487 -6.87678 -0.227
C 5.48827 3.27158 -7.76874 -0.267
C 6.83033 3.92878 -7.45891 -0.107
H 3.33060 1.13718 -6.47100 0.078
H 3.67256 0.10932 -5.08290 0.075
H 2.60579 1.50832 -4.90215 0.037
H 5.61031 1.60843 -5.50121 0.103
H 4.88151 1.93509 -3.94575 0.097
H 5.38486 4.04561 -5.00482 0.104
H 3.65402 3.87185 -4.85153 0.106
H 4.23489 4.84415 -7.01178 0.113
H 3.41186 3.32008 -7.22371 0.098
H 5.22611 3.48287 -8.80794 0.107
H 5.58641 2.18455 -7.69479 0.098
H 6.76451 5.01336 -7.56284 0.078
H 7.59710 3.57317 -8.14753 0.072
H 7.16859 3.70270 -6.44628 0.065
C -1.64328 4.95931 0.65226 -0.110
C -2.99368 4.52585 1.21575 -0.266
C -3.95904 4.01114 0.14918 -0.233
C -4.35210 5.03472 -0.91692 -0.232
C -4.99328 6.31291 -0.37948 -0.268
C -6.30819 6.06920 0.35556 -0.108
H -1.74365 5.79507 -0.04118 0.068
H -0.97752 5.27857 1.45550 0.071
H -1.15895 4.13232 0.12394 0.058
H -3.44192 5.35460 1.76851 0.103
H -2.82730 3.72762 1.94559 0.095
H -4.85857 3.63240 0.64181 0.103
H -3.50613 3.14689 -0.35187 0.094
H -5.04519 4.55689 -1.61648 0.110
H -3.47073 5.30383 -1.50783 0.098
H -5.18154 6.98333 -1.22155 0.106
H -4.29704 6.83953 0.27906 0.099
H -7.03191 5.57601 -0.29632 0.076
H -6.74298 7.01397 0.68288 0.072
H -6.16784 5.44820 1.24170 0.065
C -1.50852 0.20376 1.79969 -0.105
C -1.36278 0.34536 3.31054 -0.256
C -0.52750 -0.76573 3.94396 -0.221
C -1.09765 -2.17639 3.78777 -0.234
C -2.50561 -2.37680 4.34412 -0.261
C -2.59909 -2.14607 5.84952 -0.099
H -2.03511 -0.71324 1.52930 0.070
H -2.07407 1.04215 1.38878 0.061
H -0.52297 0.19418 1.31549 0.049
H -2.35306 0.38867 3.76877 0.106
H -0.88372 1.30332 3.52908 0.108
H -0.39083 -0.54173 5.00433 0.109
H 0.47823 -0.74748 3.50360 0.091
H -0.41911 -2.87993 4.28146 0.099
H -1.09643 -2.45512 2.72749 0.096
H -2.81807 -3.40172 4.12710 0.100
H -3.21619 -1.72540 3.82733 0.101
H -1.92278 -2.81378 6.38730 0.073
H -3.61181 -2.34114 6.20257 0.075
H -2.35004 -1.11845 6.11875 0.068
C -1.90501 -9.74660 3.74657 -0.111
C -1.03526 -9.27017 4.90649 -0.269
C -1.63302 -8.08990 5.67057 -0.227
C -1.82352 -6.81638 4.84616 -0.231
C -0.55317 -6.27153 4.19596 -0.271
C 0.51645 -5.86127 5.20433 -0.111
H -2.02666 -8.97216 2.98717 0.063
H -1.45407 -10.61322 3.26146 0.070
H -2.89644 -10.03852 4.09807 0.076
H -0.03749 -9.01738 4.53646 0.097
H -0.89949 -10.09895 5.60547 0.106
H -1.00125 -7.87398 6.53684 0.102
H -2.60492 -8.38603 6.07651 0.112
H -2.24946 -6.04352 5.49516 0.105
H -2.56975 -6.99455 4.06639 0.102
H -0.82162 -5.39567 3.59561 0.086
H -0.13768 -7.00388 3.49827 0.099
H 0.13276 -5.10130 5.88928 0.068
H 1.38293 -5.44273 4.68801 0.066
H 0.86363 -6.70959 5.79456 0.068
```

Properties
M	545.99	g mol⁻¹
highest occupied orbital energy	-12.42	eV
total charge	+1
energy relative to the best compared isomer or geometry (same formula, charge and spin)	12.2	kcal/mol
LUMO level	-2.97	eV
electronic energy	-53333.90472	eV
F_max	2.29	eV Å⁻¹

Computed, not measured: 7 unconnected molecules or ions with the total composition C32H73BrFN3O18PS6 in a non-equilibrium geometry, with ωB97M-V/def2-TZVPD.

XYZ file:
```
135
Properties=species:S:1:pos:R:3:lowdin_charge:R:1
C 1.80304 0.32956 -0.61224 -0.093
C 3.27041 -0.06987 -0.72855 -0.225
C 3.61756 -1.17720 -1.76486 -0.201
C 2.43197 -1.75266 -2.45077 -0.265
C 1.80771 -2.96811 -2.04011 -0.200
P 2.53461 -3.86876 -0.58161 1.018
C 1.08376 -4.01520 0.54391 -0.255
C 2.86924 -5.54523 -1.24138 -0.412
C 3.66785 -5.44247 -2.55348 -0.139
C 0.69225 -3.37939 -2.74039 -0.100
C -0.15508 -4.57357 -2.46401 -0.119
C -1.54452 -4.13939 -1.91532 -0.166
C -2.19784 -5.17123 -0.98184 -0.179
C -3.06976 -4.52589 0.10504 -0.274
N -2.45345 -4.45997 1.42378 0.010
C 0.31040 -2.56541 -3.83479 -0.295
F -0.70088 -2.93306 -4.55730 0.176
N 0.86926 -1.47477 -4.21168 0.156
N 1.91215 -1.09462 -3.48542 -0.411
Br 2.65503 0.50545 -4.10075 1.030
H 1.46476 1.00332 -1.39897 0.053
H 1.13550 -0.52842 -0.52658 0.068
H 1.68160 0.88573 0.31777 0.082
H 3.89051 0.80334 -0.91377 0.097
H 3.57607 -0.43047 0.25028 0.096
H 4.36305 -0.86014 -2.49186 0.095
H 4.08284 -1.98805 -1.21532 0.061
H 0.47392 -3.12019 0.43618 0.041
H 1.47505 -4.07586 1.55365 0.042
H 0.47393 -4.88301 0.30380 0.017
H 1.97418 -6.14867 -1.37870 0.065
H 3.47531 -6.04330 -0.48656 0.080
H 3.00846 -5.46332 -3.41673 0.071
H 4.26399 -4.52864 -2.57200 0.060
H 4.37509 -6.26446 -2.61603 0.076
H -0.32073 -5.11073 -3.39570 0.140
H 0.33977 -5.21401 -1.74681 0.066
H -2.19303 -4.03542 -2.78153 0.101
H -1.47344 -3.17090 -1.41820 0.115
H -1.42645 -5.80236 -0.53538 0.097
H -2.83170 -5.81511 -1.58934 0.111
H -3.34312 -3.52647 -0.23413 0.113
H -3.99867 -5.09442 0.13718 0.094
H -2.22302 -3.52486 1.71702 0.060
H -1.65715 -5.06975 1.52136 0.048
O 3.03117 2.80254 2.76733 -0.273
S 4.30846 2.55034 2.17354 0.553
O 4.66984 1.20733 1.82059 -0.289
O 5.44058 3.19098 3.06096 -0.257
C 5.46990 2.86847 4.47890 -0.230
C 6.02040 1.48881 4.76045 -0.064
C 4.52165 3.58561 0.76658 -0.115
H 4.47170 2.99863 4.89612 0.113
H 6.10911 3.62911 4.91884 0.128
H 5.35539 0.70900 4.39021 0.072
H 6.13339 1.36222 5.83691 0.072
H 6.98923 1.35322 4.27991 0.087
H 4.27398 4.60626 1.04272 0.080
H 3.84109 3.22450 -0.00188 0.064
H 5.55153 3.50834 0.42870 0.079
O -7.48335 -3.52368 -1.55881 -0.270
S -7.23420 -4.80068 -2.15269 0.564
O -6.01168 -5.48884 -1.86039 -0.288
O -7.39494 -4.67476 -3.72698 -0.260
C -6.65447 -3.62784 -4.39222 -0.244
C -5.18310 -3.95700 -4.54477 -0.073
C -8.58898 -5.88084 -1.86753 -0.116
H -6.80451 -2.68901 -3.85767 0.115
H -7.12929 -3.53485 -5.36609 0.124
H -4.68274 -3.98650 -3.57706 0.054
H -4.70127 -3.19768 -5.16172 0.082
H -5.05560 -4.93072 -5.01719 0.088
H -9.50904 -5.36294 -2.12188 0.079
H -8.57066 -6.13402 -0.80997 0.080
H -8.45717 -6.77317 -2.47301 0.078
O 5.03885 2.80187 8.23534 -0.291
S 4.08430 2.38299 9.22039 0.563
O 4.13062 2.95590 10.52766 -0.266
O 4.14112 0.79920 9.33093 -0.265
C 5.43346 0.19140 9.56068 -0.252
C 5.89876 0.32593 10.99537 -0.070
C 2.45367 2.50807 8.58153 -0.115
H 6.15655 0.61418 8.86151 0.109
H 5.29103 -0.85510 9.29932 0.120
H 6.10930 1.36283 11.25090 0.073
H 6.80927 -0.25590 11.14004 0.082
H 5.13367 -0.03741 11.68066 0.086
H 2.42188 2.04335 7.60004 0.074
H 2.21681 3.56698 8.50877 0.081
H 1.76788 2.01834 9.26881 0.069
O 1.40346 5.36541 -5.29201 -0.258
S 1.38160 4.05247 -5.85318 0.552
O 2.53956 3.21381 -5.70193 -0.354
O 1.00577 4.14605 -7.38501 -0.261
C 1.76020 5.06768 -8.21362 -0.240
C 3.13533 4.54588 -8.57072 -0.069
C -0.04877 3.18285 -5.32201 -0.121
H 1.81058 6.03486 -7.71292 0.117
H 1.14936 5.18701 -9.10545 0.120
H 3.77961 4.48512 -7.69514 0.072
H 3.60151 5.21525 -9.29323 0.085
H 3.06617 3.54917 -9.00599 0.085
H -0.91987 3.81741 -5.47307 0.058
H 0.08434 2.96172 -4.26475 0.068
H -0.13279 2.26358 -5.89627 0.077
O -2.79854 2.50591 8.16995 -0.274
S -2.50617 1.85713 9.41129 0.562
O -1.14423 1.61296 9.77853 -0.283
O -3.32298 0.49890 9.48587 -0.263
C -3.19930 -0.42154 8.37795 -0.248
C -1.89334 -1.18853 8.39647 -0.073
C -3.31983 2.68290 10.73137 -0.118
H -3.33480 0.12481 7.44364 0.114
H -4.04341 -1.09785 8.49212 0.122
H -1.04299 -0.53261 8.21680 0.068
H -1.90917 -1.95368 7.61988 0.080
H -1.74510 -1.66883 9.36310 0.086
H -4.35956 2.83907 10.45943 0.077
H -2.81116 3.63456 10.86684 0.079
H -3.23252 2.07630 11.62836 0.077
O -4.31650 6.54346 -5.89244 -0.264
S -4.39432 5.24813 -6.49041 0.564
O -3.28662 4.34778 -6.35984 -0.290
O -4.75771 5.40684 -8.02314 -0.261
C -3.94552 6.30978 -8.81430 -0.238
C -2.59611 5.72333 -9.17388 -0.072
C -5.86820 4.43440 -5.98709 -0.119
H -3.84614 7.25666 -8.28306 0.116
H -4.53728 6.49119 -9.70822 0.124
H -1.96653 5.59932 -8.29360 0.065
H -2.08625 6.38877 -9.87076 0.084
H -2.71510 4.74567 -9.64067 0.086
H -6.70422 5.11513 -6.11737 0.078
H -5.74324 4.17789 -4.93761 0.077
H -5.99323 3.53636 -6.58560 0.076
```

Properties
M	1110.22	g mol⁻¹
highest occupied orbital energy	-11.04	eV
total charge	+1
LUMO level	-4.08	eV
electronic energy	-222743.62133	eV
F_max	1.17	eV Å⁻¹